(1)
This record from the OMol25 dataset describes 3 unconnected molecules or ions with the total composition C20H42O11 in a non-equilibrium geometry. The level of theory is wB97M-V/def2-TZVPD.

CARTESIAN COORDINATES (ANGSTROEM)
C 2.196344 -1.188846 0.343579
C 2.416303 -1.667605 -1.092823
C 1.962213 -0.607094 -2.079694
C 0.477381 -0.787007 -2.409730
C 0.005173 0.069179 -3.580420
C -0.133420 1.558376 -3.223559
C -1.540000 1.917602 -2.770523
C -1.766441 1.525785 -1.303724
O -2.965384 2.124036 -0.852948
C -3.121339 2.150033 0.553322
C -4.107826 1.084787 0.960155
O -3.492333 -0.180103 0.710059
C -4.414008 -1.234016 0.568856
O -4.651070 -1.463862 -0.799626
C -6.018606 -1.754452 -1.088259
C -6.094941 -2.384989 -2.437746
O -6.067707 -1.361429 -3.428195
O -1.901983 3.259249 -3.021378
C -1.024153 4.215818 -2.470991
H 2.687370 -1.815405 1.075537
H 2.518257 -0.164882 0.462368
H 1.126543 -1.201397 0.528395
H 3.463484 -1.923368 -1.206391
H 1.855710 -2.585365 -1.215914
H 2.510607 -0.695450 -3.010716
H 2.079374 0.386831 -1.666417
H 0.353806 -1.830147 -2.686770
H -0.126847 -0.624105 -1.523681
H 0.774073 -0.005940 -4.338255
H -0.929720 -0.327657 -3.952568
H 0.627041 1.838631 -2.501187
H 0.073593 2.111091 -4.132952
H -2.230657 1.319236 -3.352476
H -0.937945 1.906706 -0.705120
H -1.814212 0.447191 -1.200506
H -3.557980 3.115455 0.793346
H -2.181168 2.020326 1.081538
H -4.956538 1.206965 0.295554
H -4.387011 1.165574 2.010020
H -5.330976 -0.967777 1.086949
H -3.943351 -2.110782 1.005827
H -6.467658 -2.394005 -0.334331
H -6.584364 -0.821617 -1.123376
H -7.005446 -2.970229 -2.531962
H -5.244928 -3.044030 -2.581631
H -6.522537 -1.681610 -4.221216
H -1.572253 5.144785 -2.400949
H -0.688957 3.965359 -1.466520
H -0.158045 4.371205 -3.112946
C 7.073488 1.393602 0.693045
O 7.722827 0.192995 1.117405
C 6.978034 -0.906171 0.988901
O 5.853740 -0.950677 0.561272
O 7.693975 -1.947438 1.417570
C 7.012208 -3.200677 1.336629
H 7.783576 2.200147 0.850641
H 6.816950 1.339089 -0.363143
H 6.179676 1.577442 1.286114
H 6.753642 -3.431850 0.305048
H 6.115886 -3.191318 1.953937
H 7.701294 -3.951293 1.712555
C -1.446625 -0.639839 3.344626
O -0.939712 -0.439862 4.668499
C 0.258252 0.145534 4.712356
O 0.904065 0.496234 3.759364
O 0.614577 0.274364 5.992396
C 1.888488 0.890958 6.187114
H -2.415362 -1.118491 3.453347
H -1.571033 0.311700 2.831449
H -0.785072 -1.288103 2.773228
H 1.892673 1.901185 5.782327
H 2.676608 0.299558 5.724974
H 2.050373 0.931858 7.260343

Atoms 1-3, force components in eV/Å:
C -0.47 -0.22 -0.42
C 0.45 0.45 0.93
C -0.87 -0.53 -0.22

Values from the calculation:
HOMO level in eV: -9.2
Total energy in eV: -43941.451
SMILES string: CCCCCC[C@@H](COCCOCOCCO)OC.COC(=O)OC.COC(=O)OC
Kohn-Sham gap in eV: 9.92


(2)
This record from the OMol25 dataset describes a single C4H5NO molecule in a non-equilibrium geometry. The level of theory is wB97M-V/def2-TZVPD.

CARTESIAN COORDINATES (ANGSTROEM)
N -0.775089 -1.704359 -0.679341
C -0.383131 -0.464626 -0.227389
C 0.632584 0.355696 -0.493802
C 0.643202 1.310957 0.659180
C -0.655925 1.141461 1.382516
O -1.152032 0.025001 0.840218
H -1.765852 -1.887151 -0.601404
H -0.399551 -1.940400 -1.586105
H 1.464626 0.201892 -1.161916
H 1.082334 2.309651 0.631561
H 1.308833 0.651878 1.236482

Atoms 1-3, force components in eV/Å:
N -0.06 0.01 -0.05
C 0.11 0.19 -0.39
C -0.31 -0.11 -0.36

Values from the calculation:
HOMO level in eV: -8.6
Total energy in eV: -7763.251
Energy relative to the best compared isomer or geometry (same formula, charge and spin) in kcal/mol: 75.5
Kohn-Sham gap in eV: 9.32


(3)
This record from the OMol25 dataset describes 3 unconnected molecules or ions with the total composition CH6O2 in a non-equilibrium geometry. The level of theory is wB97M-V/def2-TZVPD.

CARTESIAN COORDINATES (ANGSTROEM)
C 1.436034 0.122876 0.002180
O 0.161742 -0.063653 -0.591624
H 1.458242 1.019183 0.698848
H 1.786802 -0.877673 0.291860
H 2.277018 0.470847 -0.696135
H -0.119602 -0.407560 1.012493
H -2.940143 -0.272053 -0.701182
H -1.549775 -0.031547 -0.105572
O -2.510318 0.039582 0.089134

Atoms 1-3, force components in eV/Å:
C 2.85 1.49 -1.20
O -0.77 -0.90 5.32
H -0.13 -1.58 0.04

Values from the calculation:
HOMO level in eV: -10.8
Total energy in eV: -5224.293
Energy relative to the best compared isomer or geometry (same formula, charge and spin) in kcal/mol: 106.0
Kohn-Sham gap in eV: 8.84


(4)
This record from the OMol25 dataset describes a single C14H20O7 molecule. The level of theory is wB97M-V/def2-TZVPD.

CARTESIAN COORDINATES (ANGSTROEM)
O 3.189656 2.999953 -0.772637
C 2.371798 2.633575 0.312966
C 2.239933 1.109222 0.430370
O 1.754358 0.656624 -0.827627
C 1.501328 -0.728302 -0.865146
O 0.500762 -1.104983 0.025047
C -0.791051 -0.618717 -0.312135
C -1.779411 -1.096956 0.751343
C -3.164923 -0.610562 0.434334
C -4.022179 -1.370553 -0.348684
C -5.287356 -0.913068 -0.668651
C -5.717342 0.325432 -0.208842
O -6.952544 0.817625 -0.495665
C -4.864291 1.096746 0.574314
C -3.604290 0.628232 0.886751
C 2.759104 -1.562297 -0.540504
O 3.704985 -1.486720 -1.568715
C 3.344345 -1.101442 0.808316
O 4.511923 -1.796716 1.127894
C 3.577194 0.425192 0.758365
O 4.564196 0.702059 -0.214006
H 2.795777 2.612194 -1.565964
H 1.372271 3.072064 0.202724
H 2.841303 3.038194 1.211898
H 1.519550 0.862399 1.222709
H 1.201290 -0.912663 -1.910090
H -0.782321 0.478364 -0.359252
H -1.079005 -1.000282 -1.302447
H -1.452919 -0.720129 1.721563
H -1.749379 -2.186546 0.781012
H -3.700794 -2.336384 -0.710133
H -5.946350 -1.519471 -1.276468
H -7.439921 0.184660 -1.036615
H -5.209919 2.055088 0.927552
H -2.951665 1.233138 1.499221
H 2.455106 -2.610989 -0.468683
H 4.137275 -0.615878 -1.498617
H 2.621981 -1.319840 1.600384
H 5.107288 -1.730242 0.367957
H 3.922861 0.765895 1.747083
H 4.501380 1.646071 -0.440935

Atoms 1-3, force components in eV/Å:
O 0.28 0.15 -0.44
C -0.51 -0.47 0.33
C 0.40 0.28 0.14

Values from the calculation:
HOMO level in eV: -8.7
Total energy in eV: -29174.715
SMILES string: OC[C@H]1O[C@H](OCCc2ccc(O)cc2)[C@@H](O)[C@@H](O)[C@H]1O
Kohn-Sham gap in eV: 9.24


(5)
This record from the OMol25 dataset describes a molecular structure, C34H21BrCrF3N3O6S2 in a non-equilibrium geometry. The level of theory is wB97M-V/def2-TZVPD.

CARTESIAN COORDINATES (ANGSTROEM)
Cr 1.899604 -0.291364 -1.200366
Br -5.185922 -0.361188 2.387579
C -4.612663 -1.747117 1.213689
C -4.036955 -1.420520 -0.002628
C -3.621395 -2.431508 -0.849657
C -3.797889 -3.778283 -0.500547
C -4.407330 -4.073329 0.724652
C -4.799423 -3.067979 1.587653
N -3.567815 -4.847284 -1.371321
N -2.672418 -4.863607 -2.248912
C -1.590931 -4.013895 -2.278427
C -1.050173 -3.765673 -3.545303
C -0.054115 -2.834165 -3.778738
C 0.485923 -2.112620 -2.710209
O 1.430672 -1.244509 -2.782681
C -0.001649 -2.406340 -1.392268
N 0.612076 -1.701622 -0.415374
C 0.373634 -2.018400 0.841367
C -0.456654 -3.085343 1.186115
C -1.127209 -3.775889 0.204234
C -0.960095 -3.402106 -1.140396
H -3.904484 -0.384003 -0.282841
H -3.172325 -2.177151 -1.800985
H -4.551584 -5.113625 0.988301
H -5.256847 -3.307454 2.537674
H -1.496596 -4.306590 -4.370523
H 0.308453 -2.645060 -4.779660
H 0.861461 -1.412459 1.593817
H -0.565698 -3.359890 2.225940
H -1.750421 -4.619479 0.463862
O 3.392128 -1.207064 0.176290
C 3.171282 -0.221691 0.926882
O 2.298283 0.627878 0.584684
C 3.880880 -0.068573 2.226757
C 4.903667 -0.946104 2.554071
C 5.560495 -0.873411 3.781947
C 5.146888 0.107988 4.648313
O 5.607548 0.385730 5.909081
C 4.859338 1.506429 6.365372
O 3.912190 1.852153 5.371251
C 4.130942 0.994983 4.316685
C 3.481403 0.940471 3.113539
H 5.181720 -1.700368 1.830852
H 6.349491 -1.563370 4.047508
H 5.536676 2.348802 6.544358
H 4.345390 1.247134 7.296197
H 2.695509 1.633574 2.847710
C 4.589039 3.825891 -4.318039
O 4.398370 2.477275 -3.911671
C 3.941094 2.220071 -2.674746
S 3.622031 3.380293 -1.548944
S 3.812176 0.519254 -2.428918
H 4.543385 3.818455 -5.405673
H 5.566202 4.186723 -3.990810
H 3.815388 4.470017 -3.904799
F -5.331162 5.726014 -1.739468
C -5.285542 4.837744 -0.714648
F -5.335374 5.560317 0.420718
F -6.442958 4.140314 -0.783251
C -4.081316 3.959761 -0.798283
C -3.090146 4.001678 0.172647
C -1.954651 3.224952 0.030117
C -1.789573 2.397622 -1.086120
C -2.808175 2.354769 -2.048159
C -3.941049 3.130958 -1.907009
C -0.613800 1.610539 -1.239639
C 0.388418 0.942778 -1.410668
H -3.207349 4.643144 1.035343
H -1.171957 3.258071 0.775457
H -2.686936 1.714525 -2.911377
H -4.721173 3.102726 -2.657603

Atoms 1-3, force components in eV/Å:
Cr 1.05 0.25 -0.43
Br 0.08 -0.11 -0.12
C -0.10 0.05 0.20

Values from the calculation:
Multiplicity: 2
HOMO level (spin up / spin down) in eV: -4.8 / -4.8
Total energy in eV: -180641.383
Energy relative to the best compared isomer or geometry (same formula, charge and spin) in kcal/mol: 15.4
⟨S²⟩: 0.764
Kohn-Sham gap (spin up / spin down) in eV: 5.99 / 6.09
Charge: -1


(6)
This record from the OMol25 dataset describes a single C5H7N molecule in a non-equilibrium geometry. The level of theory is wB97M-V/def2-TZVPD.

CARTESIAN COORDINATES (ANGSTROEM)
H 1.764790 -1.911356 0.008399
N 1.907644 -0.903477 -0.021183
C 0.830888 -0.227447 0.045588
C 0.948689 1.266803 0.039656
C -0.488644 -0.857880 0.314608
C -1.443205 -0.264081 -0.809887
C -1.734439 -0.064620 0.442710
H 0.362066 1.704879 0.854562
H 0.583709 1.683377 -0.910596
H 1.990226 1.568872 0.117896
H -0.471433 -1.919317 0.551648
H -1.803491 -0.266470 -1.824746
H -2.446800 0.190716 1.191346

Atoms 1-3, force components in eV/Å:
H -0.28 -0.01 0.19
N 0.27 0.21 -0.62
C 1.05 -0.65 2.05

Values from the calculation:
HOMO level in eV: -9.1
Total energy in eV: -6785.318
SMILES string: [H]/N=C(/C)C1C=C1
Energy relative to the best compared isomer or geometry (same formula, charge and spin) in kcal/mol: 73.7
Kohn-Sham gap in eV: 10.21